{
  "formula": "C8H36N16O10",
  "method": "ωB97M-V/def2-TZVPD",
  "total_energy_ha": -1955.2636,
  "e_above_lowest_kcal_mol": 25.2,
  "total_charge": 0,
  "smiles": "NC(N)=O.NC(N)=O.NC(N)=O.NC(N)=O.NC(N)=O.NC(N)=O.NC(N)=O.NC(N)=O.O.O",
  "species": ["O", "O", "O", "O", "O", "O", "O", "O", "O", "O", "N", "N", "N", "N", "N", "N", "N", "N", "N", "N", "N", "N", "N", "N", "N", "N", "C", "C", "C", "C", "C", "C", "C", "C", "H", "H", "H", "H", "H", "H", "H", "H", "H", "H", "H", "H", "H", "H", "H", "H", "H", "H", "H", "H", "H", "H", "H", "H", "H", "H", "H", "H", "H", "H", "H", "H", "H", "H", "H", "H"],
  "coordinates": [[-4.1155, -3.7657, -1.9100], [-1.1160, 4.2584, -4.6115], [-0.6298, -1.9962, -1.7429], [0.1593, 2.7564, 4.9476], [-3.1831, 3.8577, 3.0639], [2.2632, -3.4685, 0.1750], [2.6712, -1.2140, 1.5486], [2.3046, 1.5467, -2.4073], [-0.3630, 1.7213, -0.4903], [-0.6345, -0.8043, 3.1866], [1.0232, 1.4343, 1.3218], [-3.7928, -5.5144, -0.4708], [0.4994, -0.6952, -3.3166], [2.3258, 2.7435, 5.5810], [0.7391, -4.5259, -1.1531], [-1.0143, -2.2380, -3.9292], [-1.8016, 3.7410, 1.2643], [1.5133, 0.9819, 4.3857], [1.9719, 3.6355, -1.5272], [-2.6795, -3.6055, -0.1105], [1.8667, -5.7215, 0.3745], [-1.7096, 3.5492, -2.5480], [0.2621, -0.3398, 0.2334], [3.6595, 2.3668, -0.7465], [0.0517, 2.5927, -3.6466], [-3.5074, 2.2428, 1.5108], [-3.6341, -4.2196, -0.8818], [1.6543, -4.4855, -0.1804], [2.6161, 2.4203, -1.5952], [0.2749, 0.9920, 0.3075], [-2.8270, 3.3091, 2.0299], [1.2186, 2.1748, 5.0045], [-0.8774, 3.5575, -3.6141], [-0.4021, -1.6085, -2.9010], [1.6135, 0.8319, 1.8697], [2.5633, -2.1605, 1.3253], [-0.1578, -0.8299, -0.5550], [2.5702, -5.7772, 1.0904], [-4.4310, 2.0111, 1.8246], [0.6999, 0.4450, 4.0944], [-1.4845, -3.1106, -3.7677], [0.7479, -0.5755, -4.2795], [2.2598, 3.6931, 5.9032], [1.0010, -0.8558, 0.7052], [2.1539, 4.3265, -0.8208], [-2.1090, -2.8781, -0.5168], [0.0953, 1.9647, -2.8594], [1.0772, -0.1603, -2.6769], [0.3919, -3.5966, -1.3841], [2.3903, 0.4985, 4.3345], [-1.3897, 4.6044, 1.5675], [3.7439, 3.1681, -0.1514], [1.2149, -6.4478, 0.1639], [3.2580, 2.3733, 5.5765], [0.9961, 3.5649, -1.7710], [-3.1608, -5.7678, 0.2605], [-2.4056, 4.2609, -2.4284], [-1.5706, 3.2365, 0.4246], [-0.5451, -0.3253, 2.3511], [-1.5105, -1.1975, 3.1440], [0.5129, 2.3896, -4.5114], [-1.5367, 2.9205, -1.7771], [-4.4117, -6.1459, -0.9452], [-2.3946, -3.8095, 0.8291], [0.3739, -5.4015, -1.4628], [4.3158, 1.6092, -0.7871], [3.3274, -0.8938, 0.9220], [-3.2430, 1.8267, 0.6336], [-0.8529, -1.9057, -4.8617], [1.1092, 2.4350, 1.3844]]
}

{
  "formula": "C8H38N8O13",
  "method": "ωB97M-V/def2-TZVPD",
  "multiplicity": 2,
  "total_energy_ha": -1743.8005,
  "total_charge": -1,
  "s_squared": 0.7505,
  "species": ["O", "O", "O", "O", "O", "O", "O", "O", "O", "O", "O", "O", "O", "N", "N", "N", "N", "N", "N", "N", "N", "C", "C", "C", "C", "C", "C", "C", "C", "H", "H", "H", "H", "H", "H", "H", "H", "H", "H", "H", "H", "H", "H", "H", "H", "H", "H", "H", "H", "H", "H", "H", "H", "H", "H", "H", "H", "H", "H", "H", "H", "H", "H", "H", "H", "H", "H"],
  "coordinates": [[-13.7211, 6.5444, -30.7626], [-14.8035, 6.0528, -28.1642], [-9.4217, 4.2137, -33.4223], [-11.6405, 5.5012, -32.3687], [-14.0091, 3.7194, -32.0323], [-7.6341, 4.2155, -35.7447], [-8.2553, 3.6876, -26.4280], [-11.2814, -0.5864, -27.6424], [-5.9966, 3.5473, -31.0551], [-11.8067, 4.3041, -29.9305], [-5.2042, 0.5771, -32.0973], [-7.4073, 1.4426, -30.3041], [-10.6608, 2.8766, -25.4133], [-9.7399, 3.9567, -30.4853], [-13.2493, 4.6508, -27.3951], [-12.1376, -0.3591, -29.7615], [-13.1350, 0.6024, -28.1270], [-14.6431, 5.5326, -26.0436], [-10.7045, 2.6100, -29.0944], [-6.6223, 4.0158, -27.8370], [-6.4594, 4.8925, -25.9334], [-9.0400, 4.3299, -35.8174], [-10.8305, 3.6783, -29.8365], [-7.2595, 4.2360, -26.7125], [-7.5764, 0.7640, -31.5766], [-14.2895, 5.4462, -27.2739], [-6.3941, -0.2044, -31.7938], [-12.1083, -0.1522, -28.4745], [-9.7135, 3.5331, -34.6631], [-12.9601, 6.5750, -30.1828], [-12.7247, 4.8127, -28.2428], [-9.6635, 4.7674, -31.0828], [-14.0494, 3.6854, -31.0765], [-10.9417, 5.2499, -32.9726], [-6.5801, 5.1497, -24.9642], [-13.0544, -0.2081, -30.1574], [-7.3496, 5.0803, -36.0492], [-11.3761, 5.1288, -31.5274], [-8.4682, 0.1459, -31.4726], [-14.4269, 6.9430, -30.2535], [-5.8631, 5.5226, -26.4506], [-5.1677, 0.7901, -33.0327], [-6.5552, -0.9746, -32.5480], [-10.4083, 3.7045, -25.8221], [-9.4289, 3.8169, -36.6970], [-5.4099, 2.8910, -31.4310], [-15.4830, 6.0053, -25.7417], [-10.7687, 3.2625, -34.7015], [-11.5492, -1.0832, -30.1482], [-6.2665, 4.0832, -31.8009], [-13.8840, 5.2675, -25.4323], [-13.7089, 1.2029, -28.7016], [-14.0361, 2.8027, -32.3064], [-8.9070, 3.3854, -30.4811], [-6.6955, 2.0693, -30.4530], [-9.3883, 5.3624, -35.8438], [-9.2093, 2.5668, -34.6515], [-11.4097, 2.4890, -28.3816], [-7.8795, 1.4940, -32.3271], [-12.9092, 3.9936, -26.7077], [-10.0456, 2.2357, -25.7695], [-6.0996, -0.6496, -30.8434], [-7.0713, 3.5627, -28.6201], [-13.1067, 0.8278, -27.1429], [-5.8576, 4.5644, -28.2036], [-8.5394, 4.5549, -33.5855], [-9.8063, 2.1748, -28.9399]]
}

{
  "formula": "C8H3AsF11O2",
  "method": "ωB97M-V/def2-TZVPD",
  "total_energy_ha": -3791.6352,
  "total_charge": -1,
  "species": ["As", "F", "F", "F", "F", "F", "F", "F", "F", "F", "F", "F", "O", "O", "C", "C", "C", "C", "C", "C", "C", "C", "H", "H", "H"],
  "coordinates": [[-1.2414, 4.4372, 2.2747], [-1.7972, 5.7569, 3.2803], [-1.1780, 3.3897, 3.6751], [0.4185, 4.9145, 2.5587], [-2.8956, 3.9520, 1.9859], [-0.6778, 3.1081, 1.2624], [-1.2990, 5.4766, 0.8689], [2.2574, -2.7813, 0.2786], [-0.1478, -4.3543, -1.7125], [0.5052, -3.7484, 0.9809], [2.0291, -4.9381, 0.0510], [1.8414, -3.5334, -2.2402], [-2.3322, 0.1322, -0.7777], [1.5029, -0.9556, -3.1174], [1.0354, -0.8857, -2.0339], [0.7969, -3.4695, -1.3907], [1.0820, 0.3981, -1.2178], [-0.0277, 0.7167, -0.5891], [0.2830, -2.0300, -1.3531], [1.4156, -3.7770, 0.0164], [-1.2167, -0.2276, -0.7168], [-0.8271, -1.7110, -0.7328], [1.9909, 0.9953, -1.1652], [-0.1024, 1.6160, 0.0460], [-1.4155, -2.4815, -0.2315]]
}

{
  "formula": "C8H3CoNO6",
  "method": "ωB97M-V/def2-TZVPD",
  "multiplicity": 4,
  "total_energy_ha": -2195.6686,
  "total_charge": 0,
  "s_squared": 3.7605,
  "species": ["Co", "O", "O", "O", "O", "O", "O", "N", "C", "C", "C", "C", "C", "C", "C", "C", "H", "H", "H"],
  "coordinates": [[0.5234, 1.5199, 1.5153], [-1.2381, 1.1075, 2.1727], [-0.7868, -2.5393, -2.5512], [-3.0508, 0.0112, 1.6119], [3.3137, 0.6014, -1.1566], [2.1765, 1.4415, 0.6388], [1.1339, 4.1793, 3.3557], [0.0967, 0.1868, 0.1742], [1.0718, -0.2252, -0.6354], [1.0577, 3.2357, 2.7965], [0.8120, -1.1346, -1.6187], [-0.4868, -1.6966, -1.5851], [2.3275, 0.6341, -0.4379], [-1.4498, -1.2598, -0.6458], [-1.9135, 0.2528, 1.4352], [-1.0852, -0.3563, 0.3061], [-2.4658, -1.6235, -0.6447], [-1.6119, -3.0255, -2.3476], [1.5753, -1.3094, -2.3836]]
}

{
  "formula": "C8H42N16O13",
  "method": "ωB97M-V/def2-TZVPD",
  "total_energy_ha": -2184.4455,
  "e_above_lowest_kcal_mol": 0.0,
  "total_charge": 0,
  "species": ["O", "O", "O", "O", "O", "O", "O", "O", "O", "O", "O", "O", "O", "N", "N", "N", "N", "N", "N", "N", "N", "N", "N", "N", "N", "N", "N", "N", "N", "C", "C", "C", "C", "C", "C", "C", "C", "H", "H", "H", "H", "H", "H", "H", "H", "H", "H", "H", "H", "H", "H", "H", "H", "H", "H", "H", "H", "H", "H", "H", "H", "H", "H", "H", "H", "H", "H", "H", "H", "H", "H", "H", "H", "H", "H", "H", "H", "H", "H"],
  "coordinates": [[2.4012, -1.5536, 2.4865], [1.4810, 1.5558, -1.9761], [1.5222, -0.0845, 4.3539], [-0.8490, 4.1909, 1.8788], [-2.1683, -4.4017, 4.0739], [-4.4106, -0.2963, 2.3742], [-4.0853, 2.8028, 0.8301], [-1.1071, -0.4583, 1.5307], [-1.5009, -2.7359, -1.3162], [-4.1759, 0.9164, -1.0740], [4.1878, -1.4048, -4.1080], [3.6059, -4.2302, -0.1248], [-1.6881, 2.8621, -4.3312], [-1.2685, -2.5584, 3.4824], [-0.6514, 0.9771, -3.9959], [2.3200, 2.0608, 4.2838], [2.7984, 3.3030, -2.4729], [-1.7183, 5.5490, 0.4120], [4.4834, -3.3113, -2.9313], [-2.4272, 0.9342, -5.2688], [1.6869, -4.0694, 1.1421], [2.1251, 2.9065, -0.4719], [3.2501, -1.7526, -2.1248], [1.6996, -5.2400, -0.7165], [0.7975, -0.1962, 0.5049], [0.4161, 1.5985, 3.3806], [-3.0770, -3.1177, 2.4152], [-0.9858, 0.5742, -0.3975], [-1.4697, 3.4948, -0.1268], [-1.2295, 4.3784, 0.7623], [1.4190, 1.1045, 4.0555], [-0.4527, 0.0012, 0.6246], [2.4287, -4.5801, 0.1669], [2.1051, 2.5564, -1.7106], [-2.2139, -3.3574, 3.4007], [-1.5202, 1.6937, -4.6303], [3.9944, -2.1435, -3.1291], [3.0489, 1.7976, 4.9315], [-3.9077, 0.2503, 2.9780], [-1.9731, 0.7291, -0.5433], [-1.9730, 5.7317, -0.5481], [-1.3396, -1.7475, 2.8844], [3.3085, -1.3198, 2.6824], [3.0303, -2.4515, -1.4296], [-1.5479, 6.3076, 1.0567], [2.4542, 3.8534, -0.3485], [-1.1967, 2.5449, 0.0808], [-0.4757, 0.0370, -4.3206], [-1.7912, 3.7328, -1.0543], [-2.9530, -2.2413, 1.9287], [-0.4262, -2.7730, 3.9968], [-3.3070, 1.3627, -5.5185], [-2.1556, 0.0076, -5.5650], [3.3153, 3.9479, -1.8924], [0.7630, -5.5422, -0.4895], [-0.3230, 1.0082, 3.0265], [-1.1554, -2.2150, -0.5913], [2.2168, 3.0087, 3.9507], [-4.1215, 2.1595, 0.1223], [5.1299, -3.6541, -3.6274], [4.0186, -3.7971, -2.1775], [1.8909, -1.1389, 3.1821], [-1.7743, -3.5590, -0.9113], [1.2296, -0.7478, 1.2323], [-3.8930, -3.6877, 2.2439], [0.0286, 1.5051, -3.4678], [3.3408, -0.7664, -1.9267], [2.3848, -5.7703, -1.2354], [0.4735, 2.4809, 2.8927], [-3.9098, -0.2765, 1.5587], [1.6337, 2.3356, 0.2010], [-4.0248, 0.5584, -1.9488], [0.7871, -4.4786, 0.9348], [1.2152, 0.0534, -0.3802], [-3.1544, 3.0054, 0.9229], [-0.3326, 0.7117, -1.1556], [2.8887, 3.1258, -3.4631], [1.9567, -3.2130, 1.6045], [-5.1026, 1.1560, -1.0695]]
}